[1]
The ion C5H12N3 with charge +1, computed with wB97M-V/def2-TZVPD.

```
20
Properties=species:S:1:pos:R:3:forces:R:3:mulliken_charge:R:1
H -3.02547 2.05876 0.44708 -0.226 -0.900 -0.294 0.30
N -2.77377 1.04692 0.30960 0.195 1.645 0.156 -0.64
N -1.59085 1.08416 -0.03324 0.396 -0.685 0.210 0.12
C -0.99627 -0.24785 -0.10127 -1.192 -0.469 0.571 0.40
C -1.64356 -1.30402 0.34639 0.417 -2.294 2.147 -0.86
N 0.34389 -0.17601 -0.67531 -0.672 1.441 2.229 0.25
C 0.20661 0.59258 -1.88141 3.580 1.050 -1.775 -0.94
C 1.34174 0.38474 0.32468 1.330 1.533 1.968 -0.34
C 1.72191 -0.62725 1.46164 2.118 0.627 -2.645 -1.20
H -1.29002 -2.35698 0.66554 -0.020 1.824 -1.430 0.28
H -2.62461 -1.14791 0.81731 0.350 0.286 -0.662 0.36
H 0.68493 -1.01437 -0.99715 0.582 -3.172 -0.122 0.34
H 1.04282 0.25801 -2.59355 -1.509 0.570 0.762 0.37
H -0.76465 0.54389 -2.26277 -1.218 -0.285 -0.862 0.37
H 0.43256 1.57426 -1.54327 -0.080 1.195 -0.516 0.40
H 2.34740 0.72405 -0.14797 -2.062 -0.672 0.151 0.38
H 0.88332 1.31444 0.80657 0.317 -1.229 -1.075 0.35
H 2.42880 -1.32009 0.97436 -0.095 0.001 0.324 0.36
H 2.30516 -0.15430 2.25016 -0.350 0.252 -0.043 0.36
H 0.97005 -1.23303 1.83262 -1.861 -0.717 0.906 0.36
```
Positions in Å, forces in eV/Å.

Calculated values
Charge   +1
HOMO-LUMO gap   9.62 eV
SMILES   [H]/N=N/C(=C)[N@@H+](C)CC
LUMO level   -0.15796 hartree
Highest occupied orbital energy   -13.92 eV

=====

[2]
A cluster of 21 separate species, C3H48O20S3 in total, computed with wB97M-V/def2-TZVPD.

```
74
Properties=species:S:1:pos:R:3:forces:R:3:mulliken_charge:R:1
S -1.62254 0.97855 1.76604 -0.631 -0.230 -1.508 -0.04
S -2.12637 2.64692 0.58772 0.594 0.204 0.905 -0.23
S -2.06026 -0.57380 0.42387 0.365 0.467 0.700 -0.13
C -0.48347 3.43545 0.32351 0.344 -0.895 -0.879 -0.16
C -0.23896 -2.33133 -0.65402 -0.401 -0.895 -1.586 -0.54
C -0.44035 -0.86172 -0.32998 1.692 0.754 0.055 0.47
H -0.05735 2.98672 -0.63560 -0.268 0.762 1.435 0.04
H -0.57318 4.52216 0.25908 -0.325 -0.190 -0.249 0.11
H 0.14836 3.25448 1.20142 -0.143 -0.262 -0.269 0.25
H -0.44224 -2.93227 0.24325 0.205 -0.013 -0.334 0.22
H 0.80597 -2.56104 -1.06735 -1.403 0.481 0.592 0.07
H -0.99140 -2.64418 -1.48538 1.162 0.442 1.395 0.13
H 0.34528 -0.51060 0.39766 -0.942 -0.431 -0.526 0.04
H -0.27608 -0.23389 -1.22726 -0.353 -0.251 0.355 -0.18
O -0.84588 -4.30266 -3.78789 0.212 0.128 -2.747 -0.74
H -0.45473 -3.58905 -4.38916 -0.912 -1.501 0.929 0.34
H -1.25498 -5.01896 -4.37381 0.658 1.758 0.898 0.30
O -3.26001 2.82336 3.96847 1.196 0.330 -1.343 -0.65
H -3.29232 3.07733 2.98958 0.422 -0.543 2.100 0.32
H -2.29654 2.63524 4.21361 -1.868 0.493 -0.765 0.41
O -1.15291 1.44412 5.09445 -1.381 -1.477 1.403 -0.68
H -1.68389 0.66422 4.72897 0.980 1.532 0.941 0.34
H -1.37514 1.54410 6.07647 0.340 -0.399 -2.122 0.29
O -0.84932 6.73410 2.96044 -2.053 0.182 -0.312 -0.60
H -1.54019 6.88060 3.68501 1.280 -0.388 -1.856 0.31
H -1.32800 6.70679 2.06945 0.843 0.204 2.191 0.28
O 2.79790 -4.77304 -0.60044 1.343 0.712 -1.936 -0.75
H 2.32238 -4.82731 -1.49190 0.730 -0.084 0.863 0.41
H 3.75474 -4.49128 -0.77028 -2.051 -0.739 0.150 0.31
O 0.20487 -3.44193 3.03495 0.876 -0.570 -0.972 -0.71
H 1.08715 -3.26136 2.57372 -2.312 -0.729 0.626 0.33
H -0.23382 -4.23104 2.57820 0.858 1.671 0.552 0.34
O 2.28868 1.87971 -1.43220 1.538 0.499 1.516 -0.66
H 2.44916 1.10001 -0.80765 -0.018 1.446 -0.634 0.41
H 2.88595 2.64343 -1.14281 -1.292 -1.885 -0.509 0.28
O -0.95280 7.69848 -0.59873 -1.002 -1.572 0.310 -0.63
H -0.55155 7.00324 -1.21469 -0.894 1.090 1.319 0.44
H -1.70989 7.26564 -0.08567 1.712 0.781 -1.430 0.25
O -1.44753 -5.27632 -1.41335 -0.327 -0.612 -1.982 -0.66
H -1.85790 -6.08649 -1.85943 0.877 1.912 0.943 0.23
H -1.16212 -4.62899 -2.13672 -0.811 -1.531 1.397 0.48
O -1.15521 -5.34187 1.32152 0.752 0.007 -1.106 -0.75
H -1.35925 -5.05301 0.37354 0.632 -0.815 1.775 0.34
H -0.19662 -5.66413 1.35338 -1.607 0.539 -0.458 0.45
O 0.43909 1.33652 -3.31170 -0.689 0.023 1.512 -0.67
H 1.05011 1.59109 -2.54644 -1.091 -0.440 -1.298 0.37
H -0.50270 1.25794 -2.95029 1.999 0.395 -0.590 0.30
O 2.26647 6.74808 0.33186 0.711 -1.761 0.926 -0.62
H 1.66573 5.98493 0.61552 1.519 1.632 -0.350 0.33
H 3.19782 6.56258 0.68104 -2.220 0.127 -0.582 0.30
O -2.95836 -1.58389 -3.98463 1.815 0.868 0.241 -0.63
H -2.07355 -2.01815 -3.75598 -1.895 1.379 -0.372 0.27
H -2.81362 -0.58405 -4.04045 0.106 -2.173 0.199 0.33
O -2.10324 1.90874 -2.72598 -2.047 1.313 0.480 -0.58
H -2.12216 2.90947 -2.87408 -0.205 -2.317 0.390 0.25
H -2.94360 1.64815 -2.22632 1.775 0.838 -0.821 0.32
O 1.51502 -5.68801 1.57593 1.383 -1.745 -0.557 -0.70
H 1.86832 -6.59764 1.84334 -0.672 1.979 -0.789 0.29
H 1.90466 -5.45169 0.67255 -0.342 -0.718 1.652 0.40
O 1.56210 -5.38153 -3.07825 -0.632 -1.712 -0.566 -0.72
H 1.67217 -6.38636 -3.12264 -0.414 2.194 0.030 0.33
H 0.65951 -5.14574 -3.47003 1.499 -0.486 0.948 0.39
O 2.83129 0.01256 0.63782 0.328 -0.528 1.743 -0.71
H 3.28538 0.35144 1.47611 -1.138 -0.988 -1.784 0.28
H 2.45404 -0.90578 0.83301 0.911 1.328 0.034 0.35
O 2.29838 -2.81524 1.17694 1.469 -0.600 0.054 -0.59
H 2.34141 -3.30240 0.29117 0.108 0.379 1.848 0.39
H 2.96144 -3.24778 1.80704 -1.292 0.703 -1.642 0.30
O 0.76718 2.99686 4.05567 1.165 -1.663 -0.192 -0.63
H 0.18700 2.24212 4.39846 1.265 1.184 -0.621 0.39
H 1.67689 2.61676 3.82823 -2.167 0.631 0.631 0.30
O -0.25731 5.53679 -2.05623 -0.252 -2.019 -1.529 -0.66
H 0.48836 5.02007 -2.50426 -1.746 0.952 0.842 0.32
H -1.13544 5.09576 -2.29734 2.131 0.841 0.335 0.27
```
Positions in Å, forces in eV/Å.

Calculated values
Charge   0
HOMO-LUMO gap   7.79 eV
LUMO level   -0.03025 hartree
Highest occupied orbital energy   -8.62 eV

=====

[3]
A structure of composition C29H44F10NO19S3, computed with wB97M-V/def2-TZVPD.

```
106
Properties=species:S:1:pos:R:3:forces:R:3:mulliken_charge:R:1
C 1.52337 -6.76756 -1.83879 -0.586 0.429 -0.014 -0.76
C 0.01670 -6.59310 -1.30429 1.304 0.174 -0.295 0.34
F -0.93832 -6.62898 -2.36361 1.063 -0.110 1.163 -0.36
C -0.08440 -5.24934 -0.42314 0.361 -0.633 0.427 0.20
S -0.49412 -3.76624 -1.49026 -1.812 0.721 -4.671 1.11
O 0.22405 -3.97007 -2.81118 -0.599 0.102 3.403 -0.70
O -1.98767 -3.81942 -1.74695 3.098 0.078 1.690 -0.72
N 0.03693 -2.32613 -0.75094 -1.010 0.316 -0.717 -0.42
S -0.54934 -0.94357 -1.56183 -2.594 -1.610 -3.839 1.17
O -0.22106 -0.97670 -3.04559 0.255 0.493 3.445 -0.71
O -2.03690 -0.73851 -1.43651 2.819 0.194 1.129 -0.65
C 0.35521 0.54441 -0.87765 1.695 -0.422 -0.158 -0.47
C 1.87515 0.38555 -1.33487 0.777 -0.387 0.792 -0.72
C 2.90937 1.34921 -0.57268 -0.137 -0.529 -0.268 -0.63
C 2.87128 2.87385 -1.06723 -0.418 0.542 0.655 -0.29
C 4.28320 3.61375 -0.96394 -1.304 -1.031 2.353 0.46
F 4.16005 4.95427 -0.51371 0.537 -2.182 -1.561 -0.26
F 4.94024 2.96494 0.12903 -0.376 1.271 -1.883 -0.33
C 5.25420 3.42932 -2.19591 2.512 -1.756 2.528 0.69
F 6.50189 3.98998 -1.85946 -2.466 -0.887 -0.942 -0.26
F 5.50505 2.04620 -2.31302 -0.811 2.678 0.039 -0.25
S 4.68819 4.02777 -3.85813 1.122 1.187 -3.818 1.19
F 5.72034 5.34513 -3.70516 -1.804 -1.565 -0.298 -0.34
F 5.97003 3.19859 -4.56278 -1.740 1.131 1.086 -0.33
F 3.74256 2.71291 -4.15173 0.983 2.069 0.972 -0.25
F 3.45546 4.94541 -3.27586 1.509 -1.597 -0.518 -0.26
F 4.30885 4.57340 -5.37335 0.388 -0.679 2.113 -0.30
H 1.78527 -5.99733 -2.62844 -0.574 -0.735 0.984 0.24
H 1.68474 -7.79311 -2.29985 -0.221 1.089 0.741 0.37
H 2.21541 -6.58206 -0.94883 -1.303 -0.642 -1.470 0.08
H -0.17994 -7.51567 -0.66356 -0.050 1.441 -0.530 0.29
H -0.85067 -5.41734 0.38497 0.747 0.793 -1.251 -0.39
H 0.92792 -5.13922 0.08267 -1.341 0.148 -0.650 0.17
H -0.04231 1.49050 -1.35246 -0.137 -1.455 0.639 0.06
H 0.31301 0.54546 0.25814 -0.169 0.036 -1.409 0.45
H 2.19489 -0.67890 -1.05539 -0.479 1.407 -0.481 0.43
H 2.04245 0.49253 -2.45181 -0.611 -0.124 1.303 0.24
H 3.93329 0.85973 -0.70002 -1.324 0.936 0.101 0.32
H 2.68016 1.34150 0.53983 0.353 -0.007 -1.324 0.32
H 2.20112 3.42683 -0.32094 0.997 -0.527 -1.162 0.15
H 2.36292 3.01299 -2.07305 0.863 -0.270 1.177 0.35
C -3.66594 4.08413 1.97127 0.096 0.287 0.165 -1.47
C -3.15091 4.04513 0.54962 -0.717 0.011 1.076 0.82
C -3.05416 2.66385 -0.02782 -0.418 -0.497 -0.159 -0.23
O -2.01773 2.81324 -0.99502 0.486 0.602 0.062 -0.31
C -1.22035 3.81769 -0.55724 0.100 -0.047 -0.044 0.61
O -0.14962 4.07652 -1.02466 -0.164 0.047 0.105 -0.60
O -1.79084 4.48402 0.48175 0.521 -0.183 -0.731 -0.28
H -4.72546 3.78448 2.02330 1.026 0.335 -0.113 0.43
H -3.08323 3.42127 2.61733 0.015 -0.027 -0.142 0.36
H -3.56412 5.09165 2.38408 -0.022 -0.018 -0.092 0.37
H -3.75046 4.70713 -0.08572 0.055 -0.084 -0.078 0.16
H -3.97844 2.34221 -0.50006 0.265 -0.033 -0.141 -0.07
H -2.74126 1.90704 0.69785 -0.036 0.118 0.043 0.28
C 2.49193 7.35954 0.23342 0.028 -0.369 0.091 -1.23
C 1.23370 7.66287 1.01599 0.768 -0.103 -0.837 0.68
C 1.30987 8.92305 1.82858 -0.096 0.543 -0.123 -0.52
O 0.39098 8.65699 2.88428 -0.053 -0.340 0.131 -0.33
C 0.36441 7.30310 3.04629 -0.254 -0.606 0.447 0.61
O -0.15081 6.74406 3.96592 0.231 0.355 -0.395 -0.55
O 1.00682 6.67647 2.02325 -0.367 0.415 0.560 -0.31
H 2.64534 8.09053 -0.56329 -0.087 -0.014 0.043 0.42
H 3.37038 7.36115 0.88431 -0.096 0.078 0.020 0.34
H 2.43332 6.36432 -0.20847 -0.130 0.195 -0.055 0.05
H 0.36600 7.66627 0.34723 -0.007 0.042 0.097 0.21
H 1.00682 9.80571 1.26405 -0.116 -0.036 0.177 0.32
H 2.29709 9.09973 2.26716 0.032 -0.130 -0.133 0.33
C 7.58980 -5.80689 0.65559 0.020 0.258 0.316 -1.47
C 6.20906 -6.41511 0.54780 0.997 0.184 0.046 0.53
C 5.58625 -6.27733 -0.81179 0.019 -0.294 -0.551 -0.61
O 4.19446 -6.29768 -0.51033 0.479 0.224 0.634 -0.28
C 4.06397 -5.81410 0.75793 -0.780 0.300 0.308 0.59
O 3.02727 -5.51419 1.26282 0.583 -0.206 -0.231 -0.50
O 5.27791 -5.71571 1.37077 -0.432 -0.120 -0.240 -0.38
H 8.31283 -6.36533 0.05767 -0.085 -0.025 0.028 0.38
H 7.58786 -4.76620 0.32144 -0.084 -0.103 -0.067 0.35
H 7.92261 -5.80035 1.69608 0.012 -0.132 -0.089 0.35
H 6.23071 -7.45999 0.87714 -0.073 0.010 -0.092 0.24
H 5.84980 -7.09866 -1.47923 -0.225 0.028 0.022 0.34
H 5.81813 -5.32772 -1.30384 0.115 -0.018 0.138 0.31
C -4.13838 -4.42212 3.59851 0.197 0.342 -0.162 -1.49
C -3.58639 -5.71593 3.04320 -0.655 0.818 0.287 0.51
C -3.22184 -6.72551 4.09401 -0.288 -0.407 0.280 -0.54
O -2.20359 -7.48137 3.44491 0.177 0.169 -0.211 -0.35
C -1.61598 -6.64576 2.54106 0.700 0.015 -0.455 0.62
O -0.60426 -6.88419 1.95612 -0.561 -0.216 0.623 -0.48
O -2.33462 -5.50020 2.39624 0.317 -0.643 0.129 -0.32
H -5.11618 -4.57787 4.05919 0.042 -0.066 -0.059 0.39
H -3.46320 -3.99483 4.34458 -0.013 -0.138 -0.015 0.36
H -4.23675 -3.67902 2.80413 -0.085 -0.129 0.013 0.37
H -4.27893 -6.13462 2.30490 0.066 -0.075 0.053 0.26
H -4.06117 -7.36414 4.37222 0.171 -0.109 -0.077 0.30
H -2.79628 -6.27888 4.99825 -0.082 0.149 -0.091 0.31
C -9.00760 0.79297 -0.89781 -0.110 -0.228 0.348 -1.48
C -8.25768 2.03660 -0.47566 -0.661 -0.694 -0.541 0.48
C -6.90086 2.17204 -1.10297 0.171 0.055 -0.661 -0.62
O -6.20027 2.95073 -0.13423 -0.253 0.069 0.597 -0.21
C -6.77600 2.68706 1.06987 0.032 -0.002 0.605 0.67
O -6.32019 3.01849 2.12515 -1.122 -0.516 -0.557 -0.64
O -7.93574 1.99338 0.91553 0.619 0.459 0.147 -0.36
H -9.28919 0.84285 -1.95127 0.038 0.068 0.063 0.37
H -8.40298 -0.10346 -0.73879 0.063 0.130 -0.064 0.37
H -9.91139 0.67125 -0.29637 0.002 0.112 -0.127 0.36
H -8.87354 2.92579 -0.65053 0.117 0.024 0.008 0.25
H -6.93192 2.68466 -2.06478 0.151 0.099 0.164 0.35
H -6.37765 1.21826 -1.22261 -0.156 -0.020 0.028 0.36
```
Positions in Å, forces in eV/Å.

Calculated values
Charge   -1
HOMO-LUMO gap   5.57 eV
LUMO level   0.03186 hartree
Highest occupied orbital energy   -4.70 eV

=====

[4]
A structure of composition C5H4Br2CsI2OS4, computed with wB97M-V/def2-TZVPD.

```
19
Properties=species:S:1:pos:R:3:forces:R:3:mulliken_charge:R:1
Cs -0.20139 0.89969 -0.37490 0.448 0.192 -0.002 1.05
Br -2.06255 3.55757 0.38538 -1.107 0.160 -0.711 -0.16
C -3.40834 3.11221 -1.02613 0.472 -0.055 0.201 -0.39
Br -3.02495 1.50406 -2.07814 -0.457 0.729 0.320 -0.14
H -3.43214 3.96030 -1.70366 0.098 -0.146 0.102 0.31
H -4.35980 2.97566 -0.52098 0.221 -0.106 -0.001 0.29
O 0.34572 -6.19254 2.06637 0.179 -0.911 0.405 -0.64
C 0.14705 -5.10377 1.59424 -0.141 0.664 -0.296 0.57
S -0.93217 -3.90883 2.29503 -0.011 0.164 -0.122 -0.23
C -0.71830 -2.61843 1.08676 1.166 -1.441 -0.637 0.01
C 0.14278 -2.90508 0.06157 -0.703 -0.801 1.636 0.05
S 0.57231 -1.91247 -1.22923 0.704 0.251 -1.553 -0.76
S 0.89820 -4.51690 0.12032 -0.071 0.187 -0.051 -0.22
S -1.59015 -1.19821 1.32992 -1.234 0.916 0.788 -0.74
I 3.02509 1.40407 1.35951 0.356 0.613 -1.025 0.09
C 3.71092 2.54113 -0.39142 -0.636 -0.161 -0.084 -0.80
I 2.35005 2.82362 -2.15280 1.056 -0.101 1.113 0.03
H 4.59063 2.03520 -0.77603 -0.208 -0.030 -0.015 0.34
H 3.94702 3.54271 -0.04581 -0.132 -0.124 -0.068 0.35
```
Positions in Å, forces in eV/Å.

Calculated values
Charge   -1
HOMO-LUMO gap   3.19 eV
LUMO level   0.03538 hartree
Highest occupied orbital energy   -2.22 eV

=====

- Which formula does entry 4 have?
  C5H4Br2CsI2OS4

=====

- Look up the LUMO level of the second one.
  -0.03025 hartree

=====

- LUMO level of number 3 (C29H44F10NO19S3)?
  0.03186 hartree

=====

- LUMO level of number 4 (C5H4Br2CsI2OS4)?
  0.03538 hartree